A cluster of 2 separate species, C4H13N2O in total. Source: the OMol25 dataset; level of theory: wB97M-V/def2-TZVPD.

Calculated values
**ΔE to the lowest compared entry with this formula, charge and spin**: 0.877 eV
**E_tot**: -344.73461 Ha
**LUMO level**: -0.1153 hartree

The geometry in ORCA input format:
```
! wB97M-V def2-TZVPD RIJCOSX def2/J DEFGRID3
* xyz 1 1
C -2.55649 0.01728 2.44856
C -1.60003 -0.96348 1.79839
C -1.12984 -0.51326 0.40506
N 0.31168 -0.69867 0.20921
C 1.10398 0.17285 -0.33710
N 2.38621 -0.02398 -0.55663
H -3.37579 0.27497 1.78026
H -3.00219 -0.36609 3.36970
H -2.06088 0.93884 2.75314
H -0.71854 -1.06532 2.43510
H -2.03592 -1.95974 1.72859
H -1.61700 -1.14011 -0.34145
H -1.41702 0.50724 0.17025
H 0.69401 -1.60384 0.45310
H 0.71076 1.15388 -0.57063
H 2.82862 0.57073 -1.24625
H 2.83778 -0.90515 -0.33477
H 1.34358 1.57183 -4.23066
H 1.27341 2.42238 -2.96036
O 1.31631 1.51255 -3.27062
*
```

A structure of composition C21H19IrN4OS3Se. Source: the OMol25 dataset; level of theory: wB97M-V/def2-TZVPD.

Calculated values
**Expectation value of S²**: 0.76
**ΔE to the lowest compared entry with this formula, charge and spin**: 0.412 eV
**E_tot**: -4805.99103 Ha
**LUMO level (alpha / beta)**: -0.1646 / -0.1702 hartree

The geometry in ORCA input format:
```
! wB97M-V def2-TZVPD RIJCOSX def2/J DEFGRID3
* xyz 1 2
Ir -0.54790 -1.20422 -0.19414
N 2.94439 -0.95736 2.23336
C 1.75141 -0.93420 1.63642
S 1.70024 -1.41215 -0.06686
N 0.71732 -0.55408 2.34108
N -0.43583 -0.51300 1.62089
C -1.52130 -0.00946 2.13050
C -1.58610 0.52270 3.50432
C -1.24972 -0.29104 4.58345
C -1.33632 0.20457 5.87336
C -1.73690 1.51609 6.09012
C -2.05911 2.33290 5.01553
C -1.99336 1.83730 3.72345
C -2.67932 0.03921 1.21665
C -3.93302 0.47820 1.59589
C -4.94551 0.53042 0.64627
C -4.67547 0.14604 -0.65319
C -3.40781 -0.32341 -0.96023
N -2.44156 -0.38215 -0.04779
H 3.76452 -1.23661 1.72615
H 3.03610 -0.61423 3.17499
H -0.92465 -1.30766 4.40930
H -1.08537 -0.43211 6.71086
H -1.79491 1.90286 7.09874
H -2.35958 3.35843 5.18259
H -2.22419 2.47948 2.88223
H -4.10992 0.77289 2.61929
H -5.93398 0.86771 0.92617
H -5.43155 0.17860 -1.42383
H -3.15368 -0.67580 -1.95059
C -1.48802 6.11228 -0.49403
O -1.52526 4.71357 -0.13123
C -0.38372 4.09610 0.00789
S 1.14966 4.71465 -0.15198
S -0.27278 2.48308 0.43744
H -2.52490 6.40034 -0.62442
H -0.93361 6.24070 -1.42150
H -1.02585 6.68771 0.30560
Se -1.71653 -3.23130 -0.26655
C -0.35528 -4.55764 -0.07416
C 0.59241 -4.74315 -1.07548
C 1.56757 -5.71368 -0.92004
C 1.58724 -6.50445 0.22272
C 0.62804 -6.32980 1.20970
C -0.34880 -5.35512 1.06384
H 0.56517 -4.13492 -1.97022
H 2.30857 -5.85878 -1.69473
H 2.34747 -7.26546 0.33822
H 0.63768 -6.95220 2.09439
H -1.09629 -5.21134 1.83338
*
```

A structure of composition C42H65N4O3PRuSSeSi. Source: the OMol25 dataset; level of theory: wB97M-V/def2-TZVPD.

Calculated values
**Expectation value of S²**: 8.77
**ΔE to the lowest compared entry with this formula, charge and spin**: 1.093 eV
**E_tot**: -5609.35822 Ha
**LUMO level (alpha / beta)**: -0.0859 / -0.1603 hartree

The geometry in ORCA input format:
```
! wB97M-V def2-TZVPD RIJCOSX def2/J DEFGRID3
* xyz 1 6
Ru -0.58867 -1.26227 0.33116
O 1.12783 -1.16487 -1.41664
S 2.23973 -1.64107 -0.58474
O 3.41113 -0.80887 -0.59624
N 1.59423 -1.85917 0.87326
C 2.09333 -1.45687 2.05906
C 3.44303 -1.30407 2.35106
C 3.85073 -0.92877 3.62916
C 2.94363 -0.74377 4.64336
C 1.56223 -0.88237 4.39846
C 0.57203 -0.69387 5.38566
C -0.74887 -0.79957 5.03766
C -1.07967 -1.07867 3.70666
N -0.18777 -1.27147 2.76176
C 1.12393 -1.20187 3.08426
C 2.74823 -3.23407 -1.21284
C 3.51653 -4.08097 -0.43624
C 4.00913 -5.24887 -0.99834
C 3.73563 -5.55667 -2.32364
C 2.98873 -4.68377 -3.09894
C 2.49443 -3.51657 -2.54164
H 4.16713 -1.46567 1.56646
H 4.90573 -0.79877 3.82056
H 3.27103 -0.48057 5.63686
H 0.86243 -0.46597 6.40086
H -1.53377 -0.65857 5.76386
H -2.11697 -1.15937 3.40876
H 3.72963 -3.82177 0.59036
H 4.61453 -5.91357 -0.40244
H 4.09873 -6.47987 -2.74924
H 2.80023 -4.90027 -4.13724
H 1.91943 -2.80827 -3.11524
O -0.52927 1.22573 0.45176
P 0.05963 2.16023 -0.57194
C -0.70837 1.53473 -2.16984
C -2.12477 2.07873 -2.38754
C -2.15587 3.42123 -3.11684
C -1.37507 3.35453 -4.42454
C 0.06023 2.91743 -4.15394
C 0.08203 1.55633 -3.47054
C 1.89913 1.88773 -0.61754
C 2.81443 2.71823 -1.52044
C 4.25693 2.38383 -1.13964
C 4.58933 3.01503 0.21566
C 3.37033 2.99463 1.14896
C 2.44703 1.82573 0.82156
C -0.43097 3.90533 -0.11334
C -0.33317 4.10403 1.39736
C -0.85267 5.48883 1.79146
C -0.11107 6.59883 1.04816
C -0.19447 6.37973 -0.45914
C 0.36213 5.00163 -0.81414
H -0.78577 0.46363 -1.86654
H -2.63727 2.16503 -1.42174
H -2.67957 1.35533 -2.99464
H -1.72747 4.20093 -2.49054
H -3.19487 3.69773 -3.31344
H -1.38737 4.33333 -4.90694
H -1.85357 2.64363 -5.10124
H 0.55153 3.65323 -3.51574
H 0.61513 2.86693 -5.09144
H 1.10333 1.22233 -3.28724
H -0.37677 0.81903 -4.13784
H 1.91853 0.86543 -1.01664
H 2.66343 3.78873 -1.40924
H 2.64083 2.47173 -2.56774
H 4.94553 2.75043 -1.90264
H 4.35973 1.29933 -1.08684
H 4.91193 4.05113 0.07356
H 5.41873 2.47313 0.66986
H 2.81083 3.93023 1.05426
H 3.69313 2.91343 2.19126
H 1.61933 1.78833 1.53556
H 3.02113 0.90353 0.93076
H -1.48847 3.98283 -0.38954
H 0.70553 4.01103 1.71576
H -0.90907 3.33013 1.90946
H -0.72927 5.62603 2.86786
H -1.91947 5.56003 1.56516
H 0.93863 6.61093 1.35586
H -0.54087 7.56943 1.30666
H 0.38273 7.14833 -0.97934
H -1.23397 6.46383 -0.78634
H 1.39843 4.96913 -0.47824
H 0.35303 4.86973 -1.89564
C -3.49987 -1.18467 -0.89864
C -5.01747 -0.89307 -1.06674
N -5.64087 -0.84757 0.23586
C -5.39297 -2.08277 0.94756
C -3.86477 -2.23727 1.19796
N -3.15827 -1.14507 0.52696
C -3.57137 0.13933 1.09096
C -5.11697 0.26803 0.99216
H -2.89377 -0.44317 -1.42784
H -3.25057 -2.17907 -1.28544
H -5.49837 -1.66817 -1.66324
H -5.17987 0.06533 -1.56014
H -5.77547 -2.90937 0.34936
H -5.94297 -2.05927 1.88956
H -3.49217 -3.18447 0.79046
H -3.63557 -2.21487 2.26676
H -3.06187 0.93193 0.53796
H -3.24597 0.19663 2.13216
H -5.40897 1.19413 0.49386
H -5.57447 0.25543 1.98216
C 0.83533 -6.52237 -0.20604
Si -0.93117 -5.86037 0.09066
C -2.18317 -6.62087 -1.14424
C -1.47207 -6.01647 1.92206
Se -0.85587 -3.49807 -0.37034
H 0.85853 -7.60127 -0.09444
H 1.54243 -6.09607 0.49906
H 1.17973 -6.27807 -1.20714
H -2.15077 -7.70587 -1.10104
H -1.94457 -6.31797 -2.16004
H -3.20297 -6.31177 -0.93504
H -1.49607 -7.05907 2.22346
H -2.46067 -5.59797 2.08876
H -0.77667 -5.49517 2.57436
*
```

A cluster of 2 separate species, C5H10N2O in total. Source: the OMol25 dataset; level of theory: wB97M-V/def2-TZVPD.

Calculated values
**ΔE to the lowest compared entry with this formula, charge and spin**: 2.555 eV
**E_tot**: -381.19154 Ha
**SMILES**: C[C@@H](N)N=C=O.C=C
**LUMO level**: 0.0123 hartree

The geometry in ORCA input format:
```
! wB97M-V def2-TZVPD RIJCOSX def2/J DEFGRID3
* xyz 0 1
C -0.58649 -1.76617 -1.37743
C -1.29501 -0.99472 -0.26590
N -1.55656 -1.87064 0.85217
N -0.51093 0.19321 0.08984
C 0.57779 0.16037 0.69394
O 1.52748 -0.31909 1.19715
H 0.38102 -2.12406 -1.02478
H -1.19120 -2.62229 -1.67019
H -0.42694 -1.12501 -2.24205
H -2.25317 -0.61219 -0.62914
H -2.03814 -1.38214 1.59764
H -0.69080 -2.23875 1.22676
C 0.90987 2.31488 0.76425
C 1.80085 2.54913 -0.19838
H -0.16409 2.10387 0.40193
H 1.15211 2.47706 1.80535
H 1.53916 2.43988 -1.24177
H 2.82504 2.81666 0.02060
*
```

The molecule C16H20BrN3O3S2. Source: the OMol25 dataset; level of theory: wB97M-V/def2-TZVPD.

Calculated values
**E_tot**: -4382.09285 Ha
**SMILES**: CC1CCN(S(=O)(=O)c2cc(Br)cc(C(=O)NC3=NCCS3)c2)CC1
**LUMO level**: 0.0007 hartree

The geometry in ORCA input format:
```
! wB97M-V def2-TZVPD RIJCOSX def2/J DEFGRID3
* xyz 0 1
C 3.95683 1.14657 -3.00929
C 3.56300 0.83352 -1.56932
C 2.56983 1.86677 -1.03243
C 2.15443 1.51724 0.39347
N 1.58534 0.18665 0.41598
S 0.76381 -0.13347 1.83141
O 0.40084 -1.52249 1.82511
O 1.43511 0.38855 2.98599
C -0.73529 0.80901 1.54601
C -1.16948 1.75446 2.45333
C -2.37968 2.38719 2.21155
Br -2.98978 3.71128 3.41474
C -3.15905 2.05529 1.11437
C -2.71880 1.07350 0.23501
C -3.56874 0.69481 -0.93353
O -4.12049 1.50165 -1.64203
N -3.64902 -0.65075 -1.19122
C -3.20997 -1.70608 -0.42503
N -2.70785 -2.74600 -0.92325
C -2.38774 -3.76449 0.02933
C -2.41462 -3.18044 1.45692
S -3.44022 -1.68153 1.34919
C -1.47974 0.47138 0.43600
C 2.52031 -0.83418 -0.01546
C 2.93395 -0.55720 -1.45708
H 4.66946 0.41264 -3.37755
H 3.08227 1.13022 -3.65563
H 4.41315 2.13128 -3.07453
H 4.46297 0.85928 -0.94434
H 1.68222 1.87790 -1.66770
H 3.01410 2.86291 -1.04400
H 1.38843 2.20607 0.75738
H 3.01832 1.57692 1.07087
H -0.56591 1.97536 3.32019
H -4.11009 2.53660 0.94349
H -4.03803 -0.89556 -2.09541
H -1.39894 -4.16254 -0.20578
H -3.11851 -4.57329 -0.08493
H -2.85482 -3.85852 2.18261
H -1.42250 -2.86647 1.78591
H -1.08603 -0.26728 -0.24438
H 2.00857 -1.79251 0.07978
H 3.40813 -0.84476 0.63425
H 2.05275 -0.60803 -2.09878
H 3.64149 -1.32145 -1.78120
*
```

A structure of composition C21H46CrNO2P3. Source: the OMol25 dataset; level of theory: wB97M-V/def2-TZVPD.

Calculated values
**Expectation value of S²**: 4.18
**E_tot**: -3100.49652 Ha
**LUMO level (alpha / beta)**: -0.4643 / -0.4535 hartree

The geometry in ORCA input format:
```
! wB97M-V def2-TZVPD RIJCOSX def2/J DEFGRID3
* xyz 3 4
Cr 0.49035 -0.09897 0.99436
P 2.14325 0.89203 2.22746
P -0.45095 1.62513 -0.21214
P 1.87175 -0.61367 -0.79134
H -1.30685 -2.31817 0.99436
C -0.28535 -2.11187 0.66916
C 0.77755 -2.13617 1.66386
H 0.52055 -2.34427 2.69876
C 1.90565 1.29763 4.02266
C 2.95615 2.49263 1.74546
C 3.66225 -0.15177 2.43916
C -1.82285 1.26183 -1.41794
C -1.25745 3.05823 0.65716
C 0.58185 2.68333 -1.34154
C 2.78585 -2.22307 -0.76664
C 3.29565 0.45643 -1.30224
C 1.04685 -0.82717 -2.43424
H -0.09995 -2.57027 -0.30424
H 1.72695 -2.59597 1.40346
H 1.49505 0.42763 4.54356
H 1.20575 2.13013 4.12676
H 2.85705 1.57713 4.49096
H 2.20585 3.28953 1.76736
H 3.34415 2.42163 0.72656
H 3.77805 2.75873 2.42246
H 3.36725 -1.09527 2.90706
H 4.41965 0.34363 3.05896
H 4.09955 -0.38557 1.46516
H -2.18265 2.16793 -1.92164
H -2.65395 0.78823 -0.89024
H -1.46445 0.55153 -2.16694
H -1.62035 3.79763 -0.06604
H -0.52545 3.53453 1.31676
H -2.10155 2.72693 1.26566
H -0.02735 3.47573 -1.79134
H 1.01935 2.08873 -2.14634
H 1.39395 3.13993 -0.76894
H 3.34585 -2.33887 -1.70064
H 2.08655 -3.05667 -0.66494
H 3.48215 -2.25027 0.07526
H 3.74715 0.07943 -2.22684
H 4.05535 0.45153 -0.51604
H 2.97225 1.48633 -1.45694
H 1.74885 -1.20677 -3.18534
H 0.63835 0.12333 -2.78354
H 0.21935 -1.53187 -2.31804
C -2.12725 -0.97587 -6.13854
C -3.24475 -1.51017 -6.78664
C -3.44805 -2.89017 -6.78924
C -2.54535 -3.73977 -6.15054
C -1.43205 -3.19467 -5.50604
C -1.21675 -1.81907 -5.49554
O -1.87195 0.37483 -6.10104
H -2.57725 0.83703 -6.58194
H -3.95115 -0.84937 -7.28624
H -4.31845 -3.29857 -7.29484
H -2.70625 -4.81317 -6.15434
H -0.72185 -3.84647 -5.00494
H -0.35525 -1.38487 -4.99794
C -2.64375 0.50943 5.59806
N -2.11795 0.82333 4.26936
C -2.56085 2.06013 3.66626
C -1.23245 -0.01447 3.60296
C -0.85355 -1.31507 4.28336
O -0.76295 0.33723 2.48556
H -3.33295 1.28943 5.98446
H -1.81005 0.43443 6.32896
H -3.22545 -0.43627 5.56766
H -1.68235 2.70153 3.44646
H -3.16575 1.80643 2.77456
H -3.22965 2.64913 4.32796
H -1.25505 -2.15897 3.68646
H 0.23345 -1.35627 4.47816
H -1.29145 -1.49017 5.27896
*
```

A structure of composition C30H20F6N5O12STl. Source: the OMol25 dataset; level of theory: wB97M-V/def2-TZVPD.

Calculated values
**ΔE to the lowest compared entry with this formula, charge and spin**: 4.064 eV
**E_tot**: -3501.14723 Ha
**LUMO level (alpha / beta)**: -0.0705 / -0.0705 hartree

The geometry in ORCA input format:
```
! wB97M-V def2-TZVPD RIJCOSX def2/J DEFGRID3
* xyz 0 1
Tl -13.54109 15.25709 5.25320
O -10.60482 16.06652 1.69699
C -11.35302 15.59463 2.51260
O -11.60749 15.85066 3.76250
C -12.21589 14.34231 1.88438
C -11.36795 13.40363 1.18644
C -12.07947 12.43306 0.60606
C -13.43584 12.27120 0.57942
C -14.15973 13.18564 1.16082
C -13.56791 14.29000 2.03358
O -14.27448 14.82392 2.90188
N -15.69038 12.93316 1.26601
O -15.92531 11.77577 1.41608
O -16.32983 13.92987 1.40187
N -11.34193 11.32239 -0.14080
O -12.02748 10.55827 -0.80386
O -10.16859 11.24853 0.08424
H -10.34348 13.71745 1.34926
H -13.82704 11.40468 0.11823
F -18.12903 20.53935 7.66526
C -18.33523 19.21435 7.66734
C -17.53227 18.34403 7.01726
C -17.80730 16.97283 7.05700
C -16.90533 15.99014 6.40588
O -16.06799 16.43791 5.61091
C -17.11185 14.60214 6.71362
C -18.17713 14.23481 7.46757
N -19.04055 15.15014 8.01504
C -20.20452 14.65231 8.72734
C -20.87753 13.52118 8.10920
C -21.57911 14.80322 8.07882
C -18.86227 16.50255 7.84392
C -19.63699 17.41861 8.52953
C -19.41333 18.78098 8.40018
N -20.31797 19.66580 9.04362
C -19.89766 20.91335 9.75278
C -21.10494 21.35821 10.65506
N -21.82611 20.12399 11.05150
C -22.65055 19.53613 9.91220
C -21.70943 19.61831 8.65115
C -16.29450 13.42071 6.19562
O -16.49532 12.35792 6.77127
O -15.47192 13.59929 5.28122
H -16.62033 18.62934 6.52572
H -18.35250 13.20377 7.75686
H -20.16305 14.73418 9.80798
H -21.14244 12.78711 8.87337
H -20.42800 13.19216 7.20072
H -22.41429 15.04347 8.69226
H -21.53667 15.33466 7.13012
H -20.45135 17.00437 9.08775
H -19.66416 21.75446 9.06913
H -19.02597 20.62190 10.35507
H -21.78732 21.96402 10.14433
H -20.75400 21.79982 11.62443
H -22.44348 20.26921 11.83784
H -21.04299 19.48015 11.15180
H -23.55517 20.11658 9.80469
H -22.94732 18.51456 10.18025
H -21.93363 20.49776 8.02052
H -21.75404 18.77877 8.01558
F -10.17390 22.44143 1.42659
C -11.14775 21.70132 2.00218
C -11.47936 20.42434 1.49126
F -10.74373 19.86838 0.54854
C -12.53257 19.71761 2.08566
F -12.84988 18.46310 1.62674
C -13.28922 20.22685 3.14868
S -14.81076 19.41606 3.49297
C -12.83039 21.41168 3.70670
F -13.48079 21.87614 4.76373
C -11.81894 22.21097 3.15225
F -11.36555 23.30054 3.77581
O -14.41515 18.56681 4.91325
O -14.52117 19.29680 6.00801
*
```

A structure of composition CHBr2IO2S. Source: the OMol25 dataset; level of theory: wB97M-V/def2-TZVPD.

Calculated values
**ΔE to the lowest compared entry with this formula, charge and spin**: 5.381 eV
**E_tot**: -6032.84982 Ha
**LUMO level**: -0.0641 hartree

The geometry in ORCA input format:
```
! wB97M-V def2-TZVPD RIJCOSX def2/J DEFGRID3
* xyz 0 1
C 0.92337 0.41119 -0.06979
O -0.45697 0.17207 2.25636
O -0.98418 -1.82468 -1.47041
S -0.55887 -0.40830 0.92138
Br 2.44746 -0.04456 0.58852
Br 0.25667 -0.99910 -1.77320
I -2.22525 1.36672 0.00586
H 0.59776 1.32665 -0.45872
*
```